1.
Formula: C15H22N2O5S
Source: the OMol25 dataset
Level of theory: the ωB97M-V functional and the def2-TZVPD basis

The LUMO energy comes out at 0.023 hartree. As for the electronic energy: -1468.7037 hartree. Its energy above the lowest of the compared OMol25 structures with the same formula, charge and spin is 9.1 kcal per mole. The orbital gap comes out at 8.1 eV. Its SMILES is COC(=O)[C@H](CCSC)NC(=O)Nc1ccc(OC)cc1OC.

```
! wB97M-V def2-TZVPD RIJCOSX def2/J DEFGRID3
* xyz 0 1
C 5.126 3.737 0.033
O 4.497 2.504 -0.295
C 3.176 2.466 -0.186
O 2.499 3.400 0.167
C 2.599 1.114 -0.567
C 2.769 0.831 -2.074
C 4.181 0.415 -2.456
S 4.839 -0.970 -1.469
C 3.624 -2.265 -1.850
N 1.206 1.126 -0.195
C 0.474 -0.020 -0.075
O 0.925 -1.109 -0.375
N -0.793 0.209 0.387
C -1.820 -0.714 0.604
C -1.694 -2.079 0.396
C -2.756 -2.928 0.635
C -3.970 -2.427 1.091
O -4.960 -3.345 1.299
C -6.209 -2.901 1.763
C -4.112 -1.059 1.306
C -3.047 -0.206 1.065
O -3.091 1.158 1.247
C -4.285 1.736 1.713
H 4.815 4.518 -0.663
H 6.196 3.560 -0.044
H 4.858 4.040 1.046
H 3.132 0.324 -0.018
H 2.073 0.027 -2.317
H 2.483 1.713 -2.652
H 4.891 1.223 -2.290
H 4.213 0.120 -3.506
H 3.518 -2.346 -2.929
H 4.030 -3.188 -1.449
H 2.676 -2.039 -1.372
H 0.849 2.026 0.093
H -1.060 1.159 0.603
H -0.753 -2.466 0.044
H -2.662 -3.989 0.475
H -6.682 -2.211 1.056
H -6.129 -2.419 2.744
H -6.824 -3.795 1.855
H -5.047 -0.659 1.659
H -5.112 1.568 1.016
H -4.086 2.805 1.782
H -4.556 1.356 2.703
*
```

***

2.
Formula: C15H22N2OS
Source: the OMol25 dataset
Level of theory: the ωB97M-V functional and the def2-TZVPD basis

The LUMO energy comes out at -0.014 hartree. As for the electronic energy: -1167.6649 hartree. Its energy above the lowest of the compared OMol25 structures with the same formula, charge and spin is 47.9 kcal per mole. The orbital gap comes out at 8.6 eV.

```
! wB97M-V def2-TZVPD RIJCOSX def2/J DEFGRID3
* xyz 0 1
C 1.516 2.400 1.747
O 1.224 3.301 0.698
C 0.009 2.926 0.013
C -1.174 3.491 0.810
C -2.579 2.913 0.454
C -2.608 1.443 -0.032
C -2.578 0.462 1.174
C -2.096 -0.957 0.818
C -0.536 -0.974 0.632
C -0.105 -1.267 -0.830
C 1.069 -2.229 -0.976
C 1.377 -3.213 -0.112
C 2.510 -4.105 -0.227
C 3.338 -3.999 -1.282
C 3.048 -2.993 -2.245
N 3.795 -2.779 -3.331
S 3.092 -1.539 -4.099
N 1.834 -1.233 -3.129
C 1.929 -2.094 -2.122
H 0.611 1.942 2.182
H 2.167 1.570 1.418
H 2.006 2.952 2.561
H 0.027 1.829 -0.060
H 0.096 3.342 -0.998
H -1.215 4.565 0.569
H -1.015 3.455 1.895
H -3.168 2.932 1.387
H -3.135 3.551 -0.247
H -1.870 1.202 -0.808
H -3.595 1.296 -0.500
H -3.628 0.368 1.503
H -2.044 0.883 2.040
H -2.342 -1.607 1.670
H -2.561 -1.359 -0.090
H -0.116 -0.012 0.951
H -0.152 -1.710 1.348
H -0.954 -1.578 -1.457
H 0.236 -0.312 -1.264
H 0.731 -3.368 0.753
H 2.655 -4.840 0.563
H 4.203 -4.652 -1.376
*
```

***

3.
Formula: C15H22N4O2RuSi
Source: the OMol25 dataset
Level of theory: the ωB97M-V functional and the def2-TZVPD basis

The LUMO energy (alpha / beta) comes out at -0.239 / -0.341 hartree. As for the electronic energy: -1338.1572 hartree. The orbital gap (alpha / beta) comes out at 9.2 / 6.9 eV.

```
! wB97M-V def2-TZVPD RIJCOSX def2/J DEFGRID3
* xyz 2 5
Ru 0.544 0.340 -0.039
C -2.156 1.848 -2.452
C -2.158 0.437 -1.969
C -3.073 -0.499 -2.489
C -3.096 -1.803 -2.031
C -2.232 -2.194 -1.018
C -1.353 -1.234 -0.518
N -1.309 0.052 -1.026
N -0.424 -1.360 0.455
Si -0.386 -2.550 1.881
C -2.015 -2.174 2.686
C 1.073 -2.061 2.886
C -0.284 -4.276 1.248
H -3.176 2.182 -2.637
H -1.614 1.929 -3.397
H -1.710 2.512 -1.715
H -3.765 -0.175 -3.256
H -3.796 -2.513 -2.453
H -2.222 -3.198 -0.624
H -2.252 -1.108 2.712
H -1.992 -2.533 3.717
H -2.828 -2.691 2.171
H 1.194 -0.979 2.951
H 2.000 -2.468 2.479
H 0.955 -2.444 3.902
H -1.146 -4.580 0.655
H -0.262 -4.928 2.127
H 0.627 -4.466 0.679
O 4.405 0.519 0.884
C 3.336 0.734 0.426
O 2.247 -0.066 0.659
C 2.997 1.874 -0.482
C 3.940 2.781 -0.905
C 3.534 3.818 -1.731
C 2.198 3.905 -2.094
C 1.308 2.958 -1.626
N 1.699 1.951 -0.831
H 4.964 2.658 -0.579
H 4.247 4.551 -2.084
H 1.841 4.698 -2.737
H 0.264 2.995 -1.894
N 0.014 1.725 1.789
H -0.429 2.604 1.538
H 0.878 1.958 2.274
H -0.587 1.272 2.472
*
```

***

4.
Formula: C15H22N4O5S
Source: the OMol25 dataset
Level of theory: the ωB97M-V functional and the def2-TZVPD basis

The LUMO energy comes out at -0.032 hartree. As for the electronic energy: -1577.9841 hartree. Its energy above the lowest of the compared OMol25 structures with the same formula, charge and spin is 144.9 kcal per mole. The orbital gap comes out at 7.3 eV. Its SMILES is CCN(CC)CCN1C(=O)CN(/N=C/c2ccc(S(C)(=O)=O)o2)C1=O.

```
! wB97M-V def2-TZVPD RIJCOSX def2/J DEFGRID3
* xyz 0 1
C -1.668 4.741 2.397
C -2.230 3.360 2.489
N -1.166 2.346 2.691
C -0.401 2.437 3.926
C -1.300 1.949 5.114
C -1.145 1.173 1.848
C -2.360 0.348 2.049
N -2.106 -1.055 1.403
C -1.524 -2.099 2.158
O -1.627 -2.113 3.366
C -0.440 -2.796 1.521
N -0.481 -2.142 0.235
N 0.533 -2.505 -0.662
C 0.526 -2.268 -1.974
C 1.487 -2.767 -3.010
C 2.773 -3.357 -2.721
C 3.594 -3.149 -3.890
C 2.707 -2.654 -4.843
S 3.139 -1.870 -6.427
C 2.545 -0.148 -6.406
O 4.612 -1.915 -6.651
O 2.427 -2.634 -7.460
O 1.412 -2.571 -4.357
C -1.405 -1.140 0.164
O -1.489 -0.347 -0.816
H -0.829 4.854 1.712
H -2.478 5.437 2.010
H -1.240 4.995 3.413
H -2.726 3.231 1.566
H -2.886 3.400 3.295
H 0.113 3.323 4.177
H 0.479 1.746 3.676
H -1.557 0.799 5.117
H -0.785 2.077 6.118
H -2.224 2.418 5.028
H -0.184 0.658 1.968
H -1.245 1.492 0.804
H -3.272 0.826 1.606
H -2.603 0.254 3.026
H -0.402 -3.878 1.508
H 0.478 -2.535 2.049
H -0.198 -1.557 -2.220
H 3.098 -3.559 -1.694
H 4.615 -3.337 -3.851
H 2.362 0.022 -7.461
H 1.653 0.042 -5.838
H 3.419 0.467 -6.155
*
```

***

5.
Formula: C15H22NO17P
Source: the OMol25 dataset
Level of theory: the ωB97M-V functional and the def2-TZVPD basis

The LUMO energy comes out at -0.005 hartree. As for the electronic energy: -2259.8952 hartree. The orbital gap comes out at 8.5 eV. Its SMILES is CP(O)C(=O)OCON=O.O=C1OCCO1.O=C1OCCO1.O=C1OCCO1.O=C1OCCO1.

```
! wB97M-V def2-TZVPD RIJCOSX def2/J DEFGRID3
* xyz 0 1
C -2.418 2.247 0.859
P -3.287 3.858 1.046
O -3.391 4.455 -0.491
C -2.002 4.924 1.931
O -2.388 5.589 2.869
O -0.644 4.895 1.627
C -0.373 5.099 0.279
O 0.789 4.357 -0.129
N 0.692 2.986 0.249
O 1.183 2.298 -0.548
H -2.376 1.934 -0.175
H -3.038 1.532 1.376
H -1.454 2.234 1.348
H -4.230 4.192 -0.867
H -0.120 6.131 0.080
H -1.190 4.800 -0.372
O -1.959 4.306 -4.836
C -0.807 4.143 -4.620
O -0.286 3.809 -3.413
C 1.094 3.479 -3.596
C 1.438 4.222 -4.869
O 0.178 4.264 -5.546
H 1.678 3.797 -2.738
H 1.185 2.397 -3.708
H 1.770 5.244 -4.679
H 2.182 3.713 -5.476
O -3.287 -0.726 1.920
C -2.150 -0.991 2.153
O -1.698 -1.462 3.331
C -0.328 -1.875 3.151
C 0.102 -1.044 1.965
O -1.141 -0.855 1.265
H 0.253 -1.672 4.046
H -0.306 -2.943 2.937
H 0.494 -0.065 2.252
H 0.826 -1.548 1.340
O 2.977 -2.284 1.333
C 3.317 -2.168 0.204
O 3.588 -3.198 -0.630
C 3.731 -2.677 -1.955
C 4.108 -1.234 -1.693
O 3.483 -0.982 -0.431
H 4.491 -3.228 -2.501
H 2.776 -2.773 -2.475
H 5.185 -1.095 -1.586
H 3.733 -0.548 -2.448
O 0.488 -4.721 1.991
C -0.274 -5.625 2.092
O -1.116 -5.803 3.137
C -2.034 -6.848 2.801
C -1.263 -7.624 1.753
O -0.426 -6.613 1.181
H -2.279 -7.438 3.680
H -2.946 -6.400 2.404
H -0.631 -8.400 2.187
H -1.900 -8.067 0.992
*
```